Entry 1:
276
Properties=species:S:1:pos:R:3 method="wB97M-V/def2-TZVPD" orbital_gap_ev=8.47 homo_ha=-0.3056
O 0.27087 -7.39154 0.76587
O 3.24925 2.36835 5.29060
O 2.37284 0.90283 0.78998
O 12.75141 1.20701 -2.92089
O -4.32150 -4.60132 3.95838
O 3.96829 4.61313 -2.29997
O -2.38241 -0.68755 0.72210
O 7.05439 -1.01463 0.94600
O -1.21357 4.17403 1.59991
O 4.13901 -5.01891 0.14310
O -2.89876 7.73227 3.37598
O 0.79355 -3.93283 3.61429
O -2.56250 2.65955 -2.63747
O 0.42112 10.28632 -1.86595
O -1.78890 -2.74549 -2.91174
O 5.04366 -8.88313 -1.69113
O -6.39655 0.48790 3.01708
O -8.75797 -8.56176 -5.36717
O 6.82059 -1.31023 -2.06106
O 1.15455 1.04383 -5.29474
O 0.78309 -2.28907 -2.00735
O -6.73395 -3.74984 -1.52476
O 5.20665 -2.88566 1.62413
O -7.21734 -2.08154 2.12393
O -6.05745 0.42206 5.63128
O -4.48482 -2.73686 -2.79614
O 1.13096 4.84043 -2.96989
O 3.33216 -2.55252 4.29398
O 7.46593 3.89966 1.84095
N -3.52261 -2.27223 5.33560
N -0.19334 8.08352 -3.99750
N 9.42819 -0.21552 -2.92018
N -1.92724 0.67222 -4.92328
N 0.48332 -1.26989 0.45192
N -8.18496 -5.75973 -4.41593
N 5.80826 1.60577 4.19477
N -0.92960 6.93880 1.13164
N 3.08050 -7.64813 0.55783
C 1.01023 -6.99716 -0.38887
C 3.35357 2.08989 3.88200
C 2.84485 1.98797 0.06681
C -9.02976 -3.57772 2.16321
C 2.28400 3.32653 5.61823
C 2.23814 -7.81391 -0.56777
C 5.31546 -8.22451 -0.47363
C 6.70894 2.75466 2.24930
C 12.59244 1.42018 -4.31574
C -0.94824 8.25042 1.83196
C -7.35622 2.63260 2.92270
C -3.23414 3.63676 -1.86746
C -0.52608 -6.30257 1.30012
C -4.81662 2.16508 3.05212
C -1.03712 8.50898 -2.85786
C 0.50107 -0.06146 -4.64732
C 4.53397 1.14085 3.59556
C 10.40830 0.74562 -2.25861
C -6.16088 1.75061 2.44851
C -7.21644 -6.81370 -4.66300
C -7.06651 -4.92757 -2.28133
C 6.02653 -8.68949 -2.70023
C -3.37979 1.58966 -3.13125
C -3.53392 7.98290 4.60031
C -8.88582 -9.77433 -5.99564
C 2.69653 -0.36542 0.20836
C 0.11137 6.08492 1.64848
C -0.02117 4.65314 1.05004
C -4.35451 -1.12082 4.87251
C -6.96126 0.88889 6.61391
C -1.84936 -2.00398 0.66184
C -3.80470 -0.73043 0.49795
C 11.90919 0.21646 -2.33406
C -7.66735 -4.60079 -3.67861
C -0.90498 -0.32212 -5.28649
C 0.69209 7.05323 -3.55837
C 3.44129 5.93306 -0.45608
C -0.25572 9.08049 -1.60264
C -7.62473 -7.82283 -5.76843
C -1.52698 8.09559 3.26898
C 2.56344 0.99998 -5.02021
C 0.76558 3.47479 -2.84051
C 5.65350 -2.03843 -2.40083
C 4.21418 -8.56385 0.54724
C 6.39012 2.88969 3.71915
C 9.22223 -1.26801 -1.97140
C 7.96795 -2.10910 -2.29524
C 0.06777 5.74080 -3.10115
C -6.18303 -4.04346 -0.19438
C -3.51101 -3.61823 3.27821
C -0.39897 -2.18514 1.16170
C -2.51657 0.41709 -3.57785
C 4.54976 5.44972 -1.33336
C -8.52542 -2.22022 2.63488
C -5.31285 -5.17730 3.13764
C -2.70423 -2.74698 4.29231
C 1.42626 10.75535 -0.94935
C -9.30344 -1.01357 2.05180
C 5.32677 6.56078 -2.02391
C 1.87389 -1.51695 0.82236
C 7.89194 3.89415 0.50691
C -1.30161 2.77143 1.45325
C -5.29665 -0.73316 6.06760
H 2.48080 -7.90000 1.33051
H 3.78381 2.18762 0.58316
H -1.31910 1.47427 -4.83962
H -9.56509 -10.40019 -5.41684
H 2.42852 -0.26658 -0.84354
H 6.23790 6.21579 -2.51269
H 5.67051 7.25020 -1.25276
H -10.36084 -1.24665 2.17692
H 2.39773 4.30303 5.14745
H 0.68182 -1.87035 -1.15257
H -6.01893 -1.52908 6.24900
H -1.07168 9.28398 -0.90916
H 0.11498 3.09223 -3.62694
H 2.07902 -1.67493 1.88116
H -1.68757 7.68105 -2.57580
H 7.08262 -0.89199 -0.00289
H 8.38228 4.81241 0.18371
H 0.08722 3.33227 -1.99932
H 8.54925 0.16106 -3.24539
H 0.43092 -7.12343 -1.30350
H -9.33787 -9.69802 -6.98455
H 5.62193 -8.84585 -3.70020
H 1.66946 -3.56472 3.73044
H 2.96614 1.93975 -1.01535
H -6.78996 -8.51355 -5.88741
H -4.12728 0.29757 0.33290
H -3.93235 1.99810 -3.97739
H -3.40416 9.00097 4.96745
H -0.06130 -3.22030 1.11173
H -4.78104 -0.46644 6.99016
H -7.62234 2.39388 3.95241
H 3.57236 -4.71585 -0.56633
H -1.72855 0.26265 -2.84078
H -1.78284 6.40640 1.22461
H -4.00943 -1.25313 -0.43639
H 5.04169 -3.72828 1.20102
H 3.85418 -9.58611 0.43115
H -1.38251 9.00928 3.84553
H -6.42700 1.26997 7.48423
H 1.30988 2.91437 5.35496
H 4.31625 0.13078 3.94262
H 2.23560 10.02756 -0.89118
H 0.27230 6.01674 2.72437
H 5.85354 2.57607 1.59777
H -4.17308 3.94555 -2.32696
H -4.12578 1.13856 -2.47695
H -0.44364 5.84741 -2.14449
H -3.60604 3.26259 -0.91362
H 3.07506 1.93622 -5.24334
H -1.48016 8.99477 1.23941
H -4.57105 7.98889 4.26501
H 0.90747 -4.87262 3.75590
H 10.07529 -1.94305 -2.03997
H -2.14738 2.37545 2.01535
H 0.16284 -0.31209 0.45600
H 3.07850 0.26341 -5.63689
H 2.93674 5.15651 0.11881
H 0.88072 4.14766 1.39530
H 3.45982 2.93140 3.19741
H -2.41722 -2.59431 1.38098
H -10.09394 -3.58455 2.39897
H -1.66982 -3.69394 -2.86174
H -4.16919 -3.05218 2.61905
H 8.54640 3.04746 0.29982
H -2.81981 -4.17764 2.64782
H -6.30987 0.55095 3.97109
H -8.42460 -3.82340 -3.57700
H 1.07837 6.45971 1.31297
H -4.14463 -3.05092 5.49941
H 3.04697 4.83919 -2.44716
H -4.89091 -1.42630 3.97415
H 0.06628 8.62921 1.95593
H 7.02797 3.75433 -0.14281
H 6.38480 -7.66097 -2.74375
H 13.27739 2.26535 -4.38389
H -0.89522 -0.25765 -6.37454
H -4.92326 -2.28054 -3.51433
H 6.30833 -1.59660 1.09068
H 6.93593 -9.27524 -2.56606
H -4.89321 2.48247 4.09208
H 0.40072 0.29083 -3.62070
H 10.36664 1.65771 -2.85396
H -7.14972 3.69029 2.75912
H 5.28174 -7.13536 -0.50019
H -4.32495 2.97624 2.51512
H 1.03530 -1.00966 -4.70745
H -4.06900 1.37543 2.97728
H -7.69431 -5.62025 -1.72084
H -2.00657 -1.98494 3.94494
H 3.93299 6.59931 0.25276
H -7.04376 -7.36673 -3.73973
H -0.37563 -2.04718 2.24268
H 4.06067 -2.61331 4.91189
H -6.13645 1.71007 1.35953
H 2.36792 3.52179 6.68732
H -4.31904 -1.34735 1.23481
H 0.11754 4.67665 -0.03083
H 2.62398 6.37265 -1.02780
H 1.47091 7.37607 -2.86751
H 3.78634 -5.87597 0.38248
H -5.84857 -5.89298 3.76126
H 12.86644 0.58381 -4.95877
H -0.72021 5.43606 -3.78987
H -8.44000 -2.19932 3.72133
H 5.76158 1.54612 5.20193
H 1.79917 11.67772 -1.39459
H -3.04777 -0.52894 -3.68257
H -2.61566 4.49293 -1.59813
H -6.18364 -5.55224 -2.41713
H 0.36010 8.83548 -4.38268
H 2.76877 0.81323 -3.96614
H -9.11539 -0.02083 2.46071
H 7.99595 -2.92682 -1.57508
H 2.12517 -2.49460 0.41106
H -9.04976 -3.83912 1.10522
H 7.30282 3.17299 4.24337
H 2.65765 -7.45441 -1.50738
H -8.60167 -4.41033 2.72144
H -6.91801 -4.42244 0.51575
H -0.89718 7.43687 3.86694
H -0.10291 -2.31419 -2.36874
H 6.27896 -8.53450 -0.06903
H -5.96337 -4.37130 2.79809
H -1.88759 -2.44343 -0.33492
H -4.88574 -5.78470 2.33968
H -1.80792 9.24697 -3.08001
H 2.43869 1.61905 3.52226
H -8.30623 2.42836 2.42889
H -7.00191 -4.08756 -4.37280
H 2.12556 2.79077 0.22871
H -1.40604 -6.03583 0.71477
H -7.55174 1.72164 6.23186
H 4.49736 -2.79362 2.26028
H -5.81378 -3.09591 0.19791
H 1.34581 6.72254 -4.36546
H -3.34663 7.22305 5.35903
H 1.31712 -5.95171 -0.35780
H 2.01841 -8.88154 -0.56890
H 4.67933 -8.52962 1.53240
H 1.61202 2.78805 -2.83612
H 12.19816 -0.07200 -1.32342
H -2.73816 -2.62243 -2.91084
H -7.65569 0.07461 6.82080
H 7.19922 1.79140 2.10833
H -3.68838 -0.26767 4.74400
H 5.62138 -2.26263 -3.46703
H -6.25919 -6.35511 -4.91092
H -8.41380 -5.40194 -5.33230
H 4.73750 -1.45237 -2.32621
H 11.59699 1.77914 -4.57711
H -5.27233 -4.62901 -0.32031
H 10.22938 1.02462 -1.22022
H -1.25370 -1.32713 -5.04891
H 8.00631 -2.48838 -3.31641
H -1.45980 2.42486 0.43199
H 1.02599 10.91097 0.05249
H 12.03179 -0.73074 -2.85932
H -0.86127 -6.65260 2.27644
H 5.72032 3.74296 3.82590
H -1.95365 -3.36905 4.77993
H -8.00663 -10.41219 -5.90487
H 0.35176 8.25732 -1.22655
H 0.12342 -5.45094 1.50252
H 4.71337 7.08750 -2.75495
H -7.82510 -7.30395 -6.70582
H 5.25552 4.87913 -0.72967
H 3.03143 -1.64663 4.36589
H 4.63545 1.07234 2.51246
H -5.16042 -3.30369 -2.42400
H -6.82905 -1.23606 2.36053
H -0.39162 2.25091 1.75171
H 9.05426 -0.85919 -0.97502
H 5.48789 -2.96839 -1.85690
H 3.76032 -0.60179 0.23260
H -9.08754 -0.94388 0.98567


Entry 2:
69
Properties=species:S:1:pos:R:3 method="wB97M-V/def2-TZVPD" orbital_gap_ev=4.11 homo_ha=-0.0619 total_charge=-1
O -5.09344 -2.39014 -2.59662
N -4.50131 -2.72401 -1.25129
N 4.40735 -2.27321 -0.49429
N -1.07278 2.57605 2.71808
C 6.16240 -1.21435 -2.02480
C -2.06252 1.39481 -2.97856
C -2.80860 0.69824 2.95300
C -4.45599 -1.27784 -3.11728
C 5.11083 -2.74212 0.68535
C 0.41388 0.58281 2.12381
C 0.64667 3.41138 4.29322
C 5.14428 -2.32801 -1.74600
C -0.09778 1.99277 1.80923
C 6.22658 -1.85962 1.25949
C -3.65242 0.34378 -1.25529
C 2.66290 -0.74363 -1.39331
C -4.68495 0.05105 -2.34920
C -2.19544 0.60751 -1.67502
C -2.44824 2.12657 2.53559
C -6.09813 0.08873 -1.74597
C -1.33046 -0.67683 -1.71782
C 3.63435 -1.06288 -0.26926
C -0.66445 2.66313 4.10660
H -1.92680 -1.57540 -1.56028
H 7.08193 -1.33605 -1.45366
H -6.05933 -0.01451 -0.65991
H 5.64407 -3.29983 -1.78150
H -2.42693 -0.04365 2.25363
H 5.90576 -0.82156 1.35701
H 4.35766 -2.89526 1.46407
H -0.82027 -0.74436 -2.68372
H 6.42727 -1.21355 -3.08403
H -3.08206 2.82595 3.09062
H 0.59606 4.39540 3.82420
H 7.12530 -1.88070 0.64386
H -1.77168 1.24662 -0.89063
H 3.06295 -1.22148 0.64998
H -0.54625 -0.63026 -0.95583
H -1.01349 1.63064 -3.18068
H 6.50010 -2.21478 2.25524
H 1.99605 -1.58569 -1.58086
H 0.75687 2.67138 1.73773
H -3.68341 -0.52376 -0.58788
H 4.26845 -0.17890 -0.08836
H -0.55513 1.99614 0.81716
H -2.43397 0.46052 3.95087
H -1.45886 3.19959 4.63438
H -3.37261 -1.46363 -3.21043
H 3.17193 -0.49034 -2.32455
H -2.44723 0.81802 -3.82312
H 2.04957 0.11392 -1.11323
H -3.70089 -3.29535 -1.56550
H -4.62248 0.84674 -3.10322
H -4.84472 -1.14019 -4.14131
H 1.30648 0.36891 1.53093
H -0.58308 1.67995 4.59907
H -6.68961 -0.74834 -2.11641
H -0.32728 -0.17597 1.87918
H -2.62295 2.33370 -2.93884
H 4.41749 -2.33842 -2.56089
H 5.51837 -3.73102 0.45566
H -6.61083 1.02727 -1.97915
H 0.68551 0.46644 3.17504
H 5.74912 -0.23190 -1.79035
H -3.89385 0.58732 2.96914
H -4.01290 1.21104 -0.68162
H 0.85126 3.54291 5.35711
H -2.69831 2.25781 1.47952
H 1.48997 2.87043 3.86190


Entry 3:
15
Properties=species:S:1:pos:R:3 method="wB97M-V/def2-TZVPD" orbital_gap_ev=9.69 homo_ha=-0.3350 relative_energy_kcal_mol=31.8
O -1.81895 -0.97529 2.41235
N -0.20188 -0.10464 -1.36132
N -0.64679 0.40526 0.73093
C 2.28726 0.24567 -1.45448
C 0.71778 0.52608 0.52307
C -1.16035 0.03744 -0.40242
C 0.95726 0.34414 -0.79951
H 2.35603 0.78270 -2.40548
H -1.35240 -0.19363 1.85324
H 1.44998 0.89684 1.21796
H -0.34687 -0.37106 -2.31806
H 3.16436 0.58381 -0.90870
H -1.11731 -1.62827 2.30421
H 2.47154 -0.81521 -1.66026
H -2.20480 -0.09599 -0.62567


Entry 4:
18
Properties=species:S:1:pos:R:3 method="wB97M-V/def2-TZVPD" orbital_gap_ev=10.34 homo_ha=-0.5210 total_charge=+1 relative_energy_kcal_mol=63.0
S 2.53112 0.82124 -1.68662
N 2.89260 -0.96914 0.76194
N 0.63226 -0.36245 0.12278
C 1.76304 -0.52694 -0.56177
C -2.97418 0.23052 -0.17881
C -1.62208 0.46104 0.44207
C -0.35861 0.27445 -0.38035
H -2.95813 -0.85663 -0.63141
H -1.67088 -0.02372 1.48482
H 2.57353 -1.90836 0.87695
H 1.88410 -1.33601 -1.37914
H -3.85916 0.23581 0.44316
H 2.83185 1.67382 -0.66917
H -1.73342 1.49016 0.61100
H -3.36006 0.88230 -1.01492
H -0.46306 0.76832 -1.41480
H 2.70284 -0.24406 1.43515
H 3.78111 -0.67660 0.41643


Entry 5:
39
Properties=species:S:1:pos:R:3 method="wB97M-V/def2-TZVPD" orbital_gap_ev=5.92 homo_ha=-0.5593 total_charge=+2 relative_energy_kcal_mol=39.2
Ti -0.90290 0.32533 -0.54759
S -1.07582 -1.45729 -2.06033
S 1.39779 -3.24382 -2.32269
F -3.24376 0.33938 -1.27096
O -3.87667 -0.01934 3.99517
O -0.24392 -0.99432 0.71972
O -1.24567 0.76541 1.42938
O -4.54002 2.31267 0.21694
N 0.88805 0.38040 -1.37653
N -4.58174 0.91814 2.03763
N -0.78501 2.25259 -1.09459
N -3.20268 -1.01038 2.04770
N 1.49559 -0.75976 -1.68504
C -1.75190 3.17930 -1.05938
C -3.60880 0.14066 0.04096
C 0.67920 -1.74535 -1.96334
C -1.84299 -1.31740 2.53743
C 0.50817 2.65336 -1.28318
C -3.90622 -0.02692 2.80495
C 0.01821 -4.29239 -2.83243
C -1.47988 4.53204 -1.20753
C -0.17070 4.94240 -1.38342
C -4.28332 1.25894 0.73539
C 0.84146 3.98300 -1.42290
C -3.24135 -0.98062 0.66274
C -0.98250 -0.46266 1.61602
C 1.44027 1.55105 -1.44016
H -0.27574 -4.05302 -3.85183
H -2.77512 2.85004 -0.91467
H -2.30074 5.23426 -1.17688
H 1.87552 4.26642 -1.56814
H 0.38327 -5.31591 -2.79560
H 0.06994 5.99068 -1.50047
H -1.78060 -1.02531 3.58468
H -2.83250 -1.83936 0.14076
H 2.48292 1.68327 -1.70877
H -1.59569 -2.37108 2.43006
H -5.10685 1.59900 2.57604
H -0.82020 -4.18052 -2.15209


Entry 6:
62
Properties=species:S:1:pos:R:3 method="wB97M-V/def2-TZVPD" orbital_gap_ev=6.79 homo_ha=-0.1662 total_charge=-1
S -1.92149 0.26169 2.25520
O 0.44771 -1.22328 3.73309
O 2.18758 2.52838 0.40334
O -3.51117 -1.55989 -3.04218
O 0.39135 1.65233 4.17940
O -1.31711 -3.78850 2.30710
O 4.09995 1.33358 1.87544
O -0.17587 2.52504 -4.02221
O -0.95441 -0.65676 -3.93277
O 1.29919 -3.10395 1.30574
O 0.28099 4.19601 -0.81028
O 3.42445 2.21549 -1.91176
O -2.15773 3.38185 -1.70700
O -3.95551 -1.53346 -0.17624
O -3.74961 -2.36317 2.45733
O 1.72608 -2.86763 -1.50674
O 2.32427 -0.69865 1.90986
O 2.34171 -0.38563 -2.33929
C -0.93524 1.04928 0.91549
C -0.93871 0.34031 -0.40993
C -0.40893 -1.11363 -0.37598
H -0.18312 -1.44369 -1.38603
H -1.51337 3.62793 -1.01766
H -3.24865 -1.61774 2.81358
H -3.03979 -2.37976 -2.86279
H 2.93215 2.14712 0.94696
H 3.56809 1.60585 2.63731
H 3.98706 0.37603 1.84936
H 0.47889 -1.19957 0.24912
H 2.54585 -3.32755 -1.74907
H -0.42807 1.75228 4.67255
H 1.99095 -1.91985 -1.61193
H -0.33677 0.92029 -1.12201
H 1.98926 -2.65289 1.78925
H 0.50279 -0.72549 4.54851
H -0.64555 1.95396 -4.65031
H 1.64051 -0.20957 -2.98380
H -0.99909 -3.59691 1.41448
H 0.09932 1.60641 3.25710
H 1.08888 3.67262 -0.60853
H 1.41141 2.32574 0.94366
H 3.58871 2.50850 -2.81180
H -0.68760 -3.24961 2.81595
H -3.15331 -3.12714 2.57292
H -0.38266 -0.88532 3.30607
H -2.82821 2.78907 -1.34900
H -1.45703 1.99161 0.81907
H -3.37385 -0.83490 0.08678
H -1.87378 0.23651 -0.97126
H 1.64346 -0.69587 2.61427
H 0.42095 4.08559 -1.77010
H 0.12674 1.18349 1.13044
H -1.83848 -0.93421 -4.20822
H 2.03299 -0.41979 1.03813
H -4.08520 -1.94792 0.70611
H 3.38454 2.94329 -1.28195
H 1.52332 -3.09812 0.35598
H -3.47454 -1.23230 -2.12157
H 2.54168 0.52145 -2.03665
H -0.75447 2.25969 -3.28499
H -1.20794 -1.70971 0.05711
H -0.48358 -1.48892 -3.90465